No. 1
Here is 2 unconnected molecules or ions with the total composition C3H8INS in a non-equilibrium geometry from OMol25. Energies are from the ωB97M-V functional and the def2-TZVPD basis.

Positions of all 14 atoms, in Å:
C1 1.013 -1.524 -0.899
C2 -0.477 2.655 0.076
C3 0.933 -0.965 0.581
N1 -0.195 1.448 0.471
S1 1.321 0.848 0.531
I1 -3.107 -0.112 -0.390
H1 2.002 -1.841 -1.056
H2 0.460 -2.496 -0.799
H3 0.764 -0.955 -1.697
H4 -2.805 -0.892 0.924
H5 0.265 3.455 -0.224
H6 -1.625 2.930 0.227
H7 1.548 -1.561 1.288
H8 -0.096 -0.991 0.968

The calculation puts the lowest unoccupied orbital energy at 0.7 eV. The energy relative to the best compared isomer or geometry (same formula, charge and spin) comes out at 0.831 eV. Its total energy is -869.662083 Ha. The SMILES is C=NSCC.I. The calculation puts the highest occupied orbital energy at -8.40 eV. Its orbital gap is 9.1 eV.

---

No. 2
Here is 2 unconnected molecules or ions with the total composition C5H9N3 in a non-equilibrium geometry from OMol25. Energies are from the ωB97M-V functional and the def2-TZVPD basis.

Positions of all 17 atoms, in Å:
C1 0.587 -1.186 1.017
C2 0.671 0.128 -1.065
N1 -0.074 -0.311 1.684
N2 1.128 -2.329 1.562
C3 0.822 -1.022 -0.414
C4 -2.148 2.053 -0.507
C5 1.009 1.065 -1.905
N3 -1.556 0.954 -0.432
H1 -0.187 -0.546 2.667
H2 -1.248 0.611 0.493
H3 1.654 -2.963 0.989
H4 0.867 -2.600 2.493
H5 0.992 -1.926 -0.986
H6 -2.514 2.422 -1.462
H7 -2.321 2.676 0.378
H8 0.281 1.595 -2.501
H9 2.037 1.382 -2.011

The calculation puts the lowest unoccupied orbital energy at 0.9 eV. The energy relative to the best compared isomer or geometry (same formula, charge and spin) comes out at 3.181 eV. Its total energy is -360.080362 Ha. The SMILES is [H]/N=C(\N)C=C=C.C=N. The calculation puts the highest occupied orbital energy at -8.47 eV. Its orbital gap is 9.3 eV.

---

No. 3
Here is C3H6FNO in the gas phase in a non-equilibrium geometry from OMol25. Energies are from the ωB97M-V functional and the def2-TZVPD basis.

Positions of all 12 atoms, in Å:
C1 0.103 1.501 -0.652
C2 0.203 0.059 -0.565
C3 -0.733 -0.733 0.419
H1 0.807 1.940 -1.449
H2 -0.790 1.985 -0.888
H3 0.328 1.874 0.367
H4 0.035 -0.182 -1.669
H5 0.940 -1.749 1.250
H6 -0.549 -1.996 1.947
N1 0.061 -1.611 1.153
O1 -1.924 -0.692 0.498
F1 1.520 -0.396 -0.410

The calculation puts the lowest unoccupied orbital energy at 0.9 eV. The energy relative to the best compared isomer or geometry (same formula, charge and spin) comes out at 1.171 eV. Its total energy is -347.745023 Ha. The SMILES is C[C@@H](F)C(N)=O. The calculation puts the highest occupied orbital energy at -10.36 eV. Its orbital gap is 11.3 eV.

---

No. 4
Here is a molecular structure, C2H6CoO in a non-equilibrium geometry from OMol25. Energies are from the ωB97M-V functional and the def2-TZVPD basis.

Positions of all 10 atoms, in Å:
H1 2.417 -0.094 -0.235
C1 -1.365 0.241 0.018
O1 -0.003 0.496 0.256
C2 0.939 -0.571 0.041
H2 -1.844 1.228 -0.016
H3 -1.529 -0.266 -0.946
H4 -1.740 -0.413 0.821
H5 0.719 -1.112 -0.895
H6 0.863 -1.245 0.910
Co1 1.544 1.735 0.045

The calculation puts the lowest unoccupied orbital energy (alpha / beta) at -4.5 / -6.5 eV. Its charge is +1. Its total energy is -1537.344578 Ha. As for the multiplicity: 5. The expectation value of S² is 6.0053. The calculation puts the highest occupied orbital energy (alpha / beta) at -12.65 / -16.48 eV. Its orbital gap (alpha / beta) is 8.2 / 10.0 eV.

---

No. 5
Here is a molecular structure, C5H6CsLiO4 in a non-equilibrium geometry from OMol25. Energies are from the ωB97M-V functional and the def2-TZVPD basis.

Positions of all 17 atoms, in Å:
C1 0.466 -1.250 0.530
C2 -1.038 -1.342 0.225
C3 -1.756 -0.035 0.418
C4 -2.367 0.656 -0.598
O1 -2.714 1.897 -0.602
O2 1.111 -0.273 -0.221
Cs1 4.438 -0.110 -1.958
Li1 -0.075 1.395 -0.338
H1 0.912 -2.255 0.380
H2 0.586 -1.034 1.613
H3 -1.462 -2.143 0.861
H4 -1.165 -1.672 -0.821
H5 -1.717 0.436 1.412
H6 -2.381 0.130 -1.584
O3 1.384 2.357 0.475
O4 3.292 1.480 -0.356
C5 2.485 1.764 0.565

The calculation puts the lowest unoccupied orbital energy (alpha / beta) at 1.1 / 1.1 eV. Its charge is -1. Its total energy is -522.756597 Ha. As for the multiplicity: 2. The expectation value of S² is 0.7535. The calculation puts the highest occupied orbital energy (alpha / beta) at -2.34 / -2.35 eV. Its orbital gap (alpha / beta) is 3.4 / 3.4 eV.

---

No. 6
Here is 2 unconnected molecules or ions with the total composition C2H11N4O in a non-equilibrium geometry from OMol25. Energies are from the ωB97M-V functional and the def2-TZVPD basis.

Positions of all 18 atoms, in Å:
C1 0.839 1.514 0.321
C2 0.304 0.065 0.477
N1 0.855 -0.916 1.281
N2 -1.712 0.710 -0.697
N3 -0.973 -0.090 0.123
N4 -1.538 -1.323 0.461
O1 1.306 -0.612 -1.428
H1 0.181 2.104 -0.316
H2 1.786 1.445 -0.276
H3 0.867 1.954 1.294
H4 1.770 -0.831 1.758
H5 0.254 -1.706 1.468
H6 -1.022 1.109 -1.301
H7 -2.223 1.394 -0.111
H8 -2.272 -1.223 1.101
H9 1.174 -1.211 -2.179
H10 -1.816 -1.909 -0.246
H11 2.219 -0.475 -1.730

The calculation puts the lowest unoccupied orbital energy at -3.0 eV. The energy relative to the best compared isomer or geometry (same formula, charge and spin) comes out at 2.871 eV. Its charge is +1. Its total energy is -376.757573 Ha. The calculation puts the highest occupied orbital energy at -13.87 eV. Its orbital gap is 10.9 eV.

---

No. 7
Here is 3 unconnected molecules or ions with the total composition C6H12Cl6 in a non-equilibrium geometry from OMol25. Energies are from the ωB97M-V functional and the def2-TZVPD basis.

Positions of all 24 atoms, in Å:
Cl1 -0.021 -0.102 1.583
C1 -0.140 -1.033 3.127
C2 1.132 -1.101 4.044
Cl2 0.666 -1.580 5.711
H1 -0.331 -2.060 2.817
H2 -1.004 -0.609 3.639
H3 1.633 -0.135 4.109
H4 1.892 -1.769 3.640
Cl3 -2.710 2.685 -1.939
C3 -1.737 2.327 -0.511
C4 -0.246 2.286 -0.926
Cl4 0.384 3.920 -1.171
H5 -2.003 1.334 -0.148
H6 -2.019 3.100 0.204
H7 -0.054 1.678 -1.810
H8 0.388 1.871 -0.143
Cl5 0.108 -2.720 -1.126
C5 1.046 -1.761 -2.325
C6 0.058 -0.918 -3.171
Cl6 0.898 0.088 -4.427
H9 1.480 -2.501 -2.998
H10 1.748 -1.120 -1.792
H11 -0.626 -0.240 -2.661
H12 -0.542 -1.639 -3.726

The calculation puts the lowest unoccupied orbital energy at 0.6 eV. The energy relative to the best compared isomer or geometry (same formula, charge and spin) comes out at 0.519 eV. Its total energy is -2996.962043 Ha. The SMILES is ClCCCl.ClCCCl.ClCCCl. The calculation puts the highest occupied orbital energy at -10.68 eV. Its orbital gap is 11.2 eV.

---

No. 8
Here is C3H6FNO in the gas phase in a non-equilibrium geometry from OMol25. Energies are from the ωB97M-V functional and the def2-TZVPD basis.

Positions of all 12 atoms, in Å:
C1 0.938 -1.390 0.282
C2 -0.197 -0.618 0.936
C3 -0.692 2.032 -1.154
H1 1.528 -1.924 1.042
H2 1.609 -0.695 -0.245
H3 0.217 -0.025 1.749
H4 -0.976 -1.320 1.351
H5 -1.656 1.784 -1.572
H6 -0.185 2.940 -1.492
N1 -0.116 1.299 -0.298
O1 -0.895 0.211 0.029
F1 0.424 -2.294 -0.626

The calculation puts the lowest unoccupied orbital energy at 1.2 eV. The energy relative to the best compared isomer or geometry (same formula, charge and spin) comes out at 2.735 eV. Its total energy is -347.687547 Ha. The SMILES is C=NOCCF. The calculation puts the highest occupied orbital energy at -9.89 eV. Its orbital gap is 11.1 eV.

---

No. 9
Here is a molecular structure, C4H6O2 in a non-equilibrium geometry from OMol25. Energies are from the ωB97M-V functional and the def2-TZVPD basis.

Positions of all 12 atoms, in Å:
O1 0.884 2.201 0.144
C1 0.580 1.050 0.084
C2 -1.141 0.496 0.015
C3 -1.027 -0.956 -0.198
O2 0.732 -1.420 -0.048
C4 1.547 -0.329 0.044
H1 -1.582 1.085 -0.804
H2 -1.535 0.811 0.989
H3 -1.312 -1.615 0.610
H4 -1.277 -1.328 -1.193
H5 2.194 -0.138 -0.839
H6 2.173 -0.270 0.964

The calculation puts the lowest unoccupied orbital energy at 0.9 eV. The energy relative to the best compared isomer or geometry (same formula, charge and spin) comes out at 2.693 eV. Its total energy is -306.407325 Ha. The calculation puts the highest occupied orbital energy at -9.61 eV. Its orbital gap is 10.5 eV.

---

No. 10
Here is C5H8O in the gas phase from OMol25. Energies are from the ωB97M-V functional and the def2-TZVPD basis.

Positions of all 14 atoms, in Å:
C1 1.813 -0.427 0.189
C2 0.469 0.271 0.074
C3 -0.587 -0.435 -0.781
C4 -1.678 0.409 -0.156
C5 -0.720 0.545 1.066
O1 -0.894 0.683 2.243
H1 2.388 -0.319 1.113
H2 1.681 -1.492 -0.007
H3 2.406 -0.011 -0.626
H4 0.617 1.308 -0.261
H5 -0.427 -0.461 -1.856
H6 -0.665 -1.458 -0.408
H7 -1.740 1.396 -0.614
H8 -2.665 -0.009 0.024

The calculation puts the lowest unoccupied orbital energy at 0.9 eV. The energy relative to the best compared isomer or geometry (same formula, charge and spin) comes out at 1.207 eV. Its total energy is -270.513554 Ha. The SMILES is C[C@H]1CCC1=O. The calculation puts the highest occupied orbital energy at -9.32 eV. Its orbital gap is 10.2 eV.

---

No. 11
Here is 6 unconnected molecules or ions with the total composition H12O6 in a non-equilibrium geometry from OMol25. Energies are from the ωB97M-V functional and the def2-TZVPD basis.

Positions of all 18 atoms, in Å:
O1 -0.299 -2.591 0.334
H1 -0.912 -1.872 0.098
H2 0.428 -2.598 -0.298
O2 1.722 1.270 1.074
H3 1.647 0.358 1.441
H4 1.642 1.987 1.702
O3 1.363 -1.151 2.043
H5 2.167 -1.659 2.178
H6 0.660 -1.631 1.556
O4 -0.167 1.694 -1.031
H7 0.482 1.570 -0.304
H8 -0.744 2.314 -0.547
O5 -0.690 0.565 -3.519
H9 -0.163 1.286 -3.161
H10 -1.067 0.160 -2.730
O6 -1.965 -0.249 0.506
H11 -2.576 0.383 0.907
H12 -1.527 0.164 -0.248

The calculation puts the lowest unoccupied orbital energy at 0.2 eV. The energy relative to the best compared isomer or geometry (same formula, charge and spin) comes out at 0.864 eV. Its total energy is -458.640712 Ha. The SMILES is O.O.O.O.O.O. The calculation puts the highest occupied orbital energy at -10.99 eV. Its orbital gap is 11.2 eV.

---

No. 12
Here is a molecular structure, C17H13ClNO9Os in a non-equilibrium geometry from OMol25. Energies are from the ωB97M-V functional and the def2-TZVPD basis.

Positions of all 42 atoms, in Å:
Os1 0.317 -0.053 -0.343
O1 -0.009 -3.605 2.180
C1 -0.094 -2.462 1.554
O2 -0.390 -2.333 0.378
C2 0.158 -1.264 2.400
C3 0.222 -1.254 3.774
C4 0.332 -0.028 4.432
C5 0.317 1.145 3.691
C6 0.249 1.051 2.316
N1 0.213 -0.126 1.684
C7 0.102 2.246 1.374
O3 0.146 3.359 1.795
O4 -0.136 1.855 0.137
H1 -0.199 -4.348 1.584
H2 0.162 -2.190 4.312
H3 0.393 0.009 5.511
H4 0.342 2.129 4.138
C8 2.357 0.398 -6.080
C9 1.120 0.194 -6.900
C10 1.133 0.189 -8.281
C11 -0.037 -0.003 -9.009
Cl1 0.006 -0.003 -10.726
C12 -1.241 -0.195 -8.352
C13 -1.277 -0.192 -6.968
C14 -0.109 0.002 -6.241
O5 -0.049 0.020 -4.883
C15 -1.221 -0.144 -4.144
C16 -0.855 -0.080 -2.677
O6 -1.708 -0.209 -1.793
O7 0.388 0.096 -2.352
H5 3.231 0.537 -6.713
H6 2.528 -0.457 -5.422
H7 2.248 1.267 -5.428
H8 2.067 0.338 -8.807
H9 -2.145 -0.344 -8.926
H10 -2.221 -0.341 -6.459
H11 -1.694 -1.112 -4.335
H12 -1.953 0.643 -4.352
O8 1.936 -1.447 -0.493
C17 2.900 -0.702 -0.080
O9 2.690 0.441 0.336
H13 3.908 -1.129 -0.095

The calculation puts the lowest unoccupied orbital energy (alpha / beta) at -5.1 / -6.8 eV. The energy relative to the best compared isomer or geometry (same formula, charge and spin) comes out at 0.000 eV. Its charge is +1. Its total energy is -1938.151353 Ha. As for the multiplicity: 5. The expectation value of S² is 6.0172. The calculation puts the highest occupied orbital energy (alpha / beta) at -10.31 / -10.30 eV. Its orbital gap (alpha / beta) is 5.2 / 3.5 eV.